# 1
86
Properties=species:S:1:pos:R:3:forces:R:3:lowdin_spin:R:1 method="wB97M-V/def2-TZVPD" multiplicity=3 lumo_energy_ev="0.16 / -1.72" gap_ev="6.80 / 5.61"
H -1.447 2.727 0.092 -0.1 -0.1 0.0 0.00
O -0.901 0.211 0.783 0.2 0.0 0.1 0.09
H 6.084 1.688 -1.217 0.0 0.0 0.0 0.00
C 1.540 2.055 -3.135 -0.1 0.0 -0.1 0.03
H 2.362 4.328 -1.078 0.0 0.0 0.0 0.01
C 1.674 3.994 -0.310 0.0 0.0 0.0 0.02
C -1.508 -3.049 -3.091 -0.1 -0.1 0.0 0.04
C 2.544 -0.667 1.626 0.0 0.0 0.1 0.00
H -6.575 1.936 -2.009 0.0 0.0 0.0 0.00
H -0.773 2.855 2.442 0.0 0.0 0.1 0.00
H -1.791 -3.591 0.059 0.1 0.0 0.0 0.00
C -4.294 -1.831 -2.571 0.0 -0.2 0.0 0.03
C 1.175 3.648 2.013 0.1 0.0 0.1 0.00
C -1.329 -0.689 3.343 0.0 -0.1 0.0 0.00
H -3.848 0.284 7.105 0.0 0.0 0.0 0.00
C 2.056 4.058 1.020 0.0 0.0 0.0 0.00
C 3.697 -1.328 -1.464 0.1 0.1 0.0 0.00
H 3.723 1.913 -0.503 0.0 0.1 0.0 0.00
H 3.316 -1.597 4.814 0.0 0.0 0.0 0.00
Te -0.093 3.364 -2.677 0.0 0.1 0.0 0.46
H -4.912 -1.299 -1.850 0.0 0.1 0.1 0.00
C -2.035 -3.687 -4.214 -0.1 0.1 0.0 0.01
H -3.104 -3.687 -4.383 -0.1 0.0 0.0 0.00
O -4.612 1.890 -2.425 0.0 0.1 -0.1 0.02
H -4.198 -1.205 -3.457 0.0 0.1 -0.1 0.00
C -0.706 1.093 5.020 0.0 0.0 0.1 0.00
C 3.224 -0.107 -0.995 0.0 -0.1 -0.1 0.00
H 6.913 -0.474 -2.073 0.0 0.0 0.0 0.00
Si -2.619 -2.203 -1.821 0.0 0.0 0.0 0.20
C 5.021 -1.459 -1.855 -0.1 0.0 0.0 0.00
C 0.036 -0.621 2.736 0.0 0.0 0.1 0.01
C -0.119 -3.070 -2.933 0.0 0.0 0.1 0.02
H 0.796 -4.821 -5.679 0.0 0.0 0.0 0.00
C 5.879 -0.372 -1.771 0.1 0.0 0.0 0.00
H -2.329 2.097 7.812 0.0 0.0 0.0 0.00
C -2.113 1.530 6.915 0.0 0.1 0.0 0.00
H 0.182 1.303 4.441 0.0 0.1 0.0 0.00
H 2.380 2.431 -2.554 0.1 0.0 0.0 0.01
C 4.088 0.976 -0.902 0.0 0.0 0.0 0.00
C 1.291 0.579 -2.858 -0.1 -0.1 -0.1 0.01
C -2.970 0.513 6.516 0.0 0.0 0.0 0.00
H -3.364 -0.992 5.025 0.0 0.0 0.0 0.00
C 3.600 -1.435 3.775 0.1 0.0 0.1 0.00
H 1.753 2.215 -4.192 0.0 0.0 0.0 0.00
H -3.237 -2.722 0.536 0.0 0.1 0.1 0.00
H 1.476 3.698 3.052 0.0 0.0 0.0 0.00
C -1.566 0.079 4.612 0.0 0.0 -0.1 0.00
C -2.771 -3.263 -0.285 -0.1 -0.1 -0.1 0.05
C -1.217 -4.321 -5.138 0.1 0.0 0.0 0.00
H -1.651 -4.808 -6.001 0.0 0.0 0.0 0.00
H 3.535 -0.700 1.194 0.0 0.0 0.0 0.00
S -2.219 1.356 -3.026 -0.1 0.0 -0.4 0.44
C -3.419 2.466 -2.395 0.1 -0.2 0.4 0.04
S -3.141 3.977 -1.790 -0.1 0.0 -0.1 0.06
H -3.367 -4.152 -0.510 0.0 0.0 0.0 0.01
C 1.471 -0.273 0.809 0.1 0.0 -0.1 0.01
C 0.411 3.510 -0.642 0.0 0.0 0.0 0.04
H 1.780 -3.699 -3.706 0.0 0.0 0.0 0.00
C 2.413 -1.019 2.955 -0.1 0.0 -0.1 0.01
Au -1.492 -0.249 -1.243 0.1 0.3 0.1 0.32
H 3.037 4.432 1.280 0.0 0.0 0.0 0.00
H 0.324 -2.575 -2.075 0.0 0.0 0.1 0.01
H -0.317 2.618 6.476 0.0 0.0 0.0 0.00
C 0.157 -4.329 -4.958 0.0 0.0 0.0 0.01
N 0.895 0.341 -1.477 0.1 0.0 0.2 0.01
H 2.186 0.019 -3.149 0.0 0.0 0.0 0.00
H 0.979 -1.248 4.536 0.0 0.0 0.0 0.00
H 4.036 -2.364 3.407 0.0 0.0 0.0 0.00
C 1.781 0.025 -0.598 -0.2 0.0 0.0 0.00
C -0.084 3.185 1.677 0.0 0.0 0.0 0.00
H -5.555 2.856 -0.851 0.0 0.0 0.0 0.00
C 0.706 -3.699 -3.850 0.0 0.0 0.0 0.00
H -5.888 3.530 -2.465 0.0 0.0 0.0 0.00
O -2.209 -1.372 2.866 0.0 0.0 0.0 0.00
H 3.023 -2.173 -1.520 0.0 0.0 0.0 0.00
C -5.734 2.613 -1.898 0.0 0.0 0.0 0.00
H 4.384 -0.677 3.761 0.0 0.0 0.0 0.00
H 5.383 -2.410 -2.221 0.0 0.0 0.0 0.00
C -2.702 -0.206 5.364 0.0 0.0 0.0 0.00
C -0.472 3.112 0.346 0.0 0.0 0.0 0.01
C 5.413 0.843 -1.292 0.0 0.0 0.0 0.00
H -4.820 -2.747 -2.848 0.0 -0.1 0.0 0.01
H 0.474 0.220 -3.492 0.1 0.0 0.0 0.00
C -0.984 1.824 6.167 0.0 0.0 0.0 0.00
C 1.128 -0.983 3.495 0.0 0.0 0.0 0.00
C 0.161 -0.218 1.378 -0.2 0.0 -0.1 0.00

# 2
85
Properties=species:S:1:pos:R:3:forces:R:3:lowdin_charge:R:1 method="wB97M-V/def2-TZVPD" lumo_energy_ev=-3.07 e_above_lowest_kcal_mol=2.1 charge=+1 gap_ev=7.22
H 2.608 3.806 -1.771 0.0 0.0 0.0 0.08
H 5.117 -0.990 0.956 0.0 0.0 0.0 0.09
H -0.242 4.815 0.251 0.0 0.0 0.0 0.11
H -1.006 -3.181 0.582 0.0 0.0 0.0 0.08
H -2.545 -2.652 2.957 0.0 0.0 0.0 0.11
O -2.470 2.506 -0.374 0.0 0.0 0.0 0.10
H -2.586 4.005 -3.518 0.0 0.0 0.0 0.14
C 2.041 -1.390 -1.677 0.0 0.0 0.0 -0.23
C -2.736 -0.006 -3.225 0.0 0.0 0.0 -0.01
H -0.673 0.521 -2.835 0.0 0.0 0.0 0.10
H 1.444 3.586 -0.457 0.0 0.0 0.0 0.06
H -4.809 -0.509 -3.228 0.0 0.0 0.0 0.13
C -2.764 -0.533 -0.526 0.0 0.0 0.0 -0.18
C -3.960 -0.662 -1.252 0.0 0.0 0.0 -0.14
H -0.233 -1.924 6.485 0.0 0.0 0.0 0.12
C -1.440 -2.382 4.782 0.0 0.0 0.0 -0.05
H -3.946 -1.121 2.587 0.0 0.0 0.0 0.11
C -3.908 -1.027 1.513 0.0 0.0 0.0 0.00
H -0.957 -2.867 -1.695 0.0 0.0 0.0 0.08
C -5.149 -1.004 -0.569 0.0 0.0 0.0 -0.02
C 0.169 2.332 -4.507 0.0 0.0 0.0 -0.68
C -2.716 -0.758 0.881 0.0 0.0 0.0 -0.22
H -2.672 0.215 -4.280 0.0 0.0 0.0 0.11
H 2.822 -0.295 -3.383 0.0 0.0 0.0 0.06
H 0.295 -3.933 -2.306 0.0 0.0 0.0 0.10
C 2.079 -1.049 -3.147 0.0 0.0 0.0 -0.04
H 2.117 1.928 2.688 0.0 0.0 0.0 0.12
C -1.194 4.524 -0.189 0.0 0.0 0.0 -0.08
C 4.059 0.074 -1.330 0.0 0.0 0.0 -0.03
C 3.025 -1.275 0.543 0.0 0.0 0.0 -0.22
C 1.061 -2.265 -1.192 0.0 0.0 0.0 -0.24
C 1.262 0.086 5.381 0.0 0.0 0.0 0.02
C -1.602 0.149 -2.418 0.0 0.0 0.0 -0.11
C 1.941 1.023 4.652 0.0 0.0 0.0 -0.03
H 1.531 -0.113 6.411 0.0 0.0 0.0 0.13
H 3.592 0.924 -1.831 0.0 0.0 0.0 0.07
C 3.015 -0.883 -0.802 0.0 0.0 0.0 -0.23
N -1.619 -0.127 -1.134 0.0 0.0 0.0 -0.05
Cl 0.741 1.273 -5.762 0.0 0.0 0.0 0.69
H 2.757 -3.364 2.649 0.0 0.0 0.0 0.11
H 2.368 -1.723 3.138 0.0 0.0 0.0 0.06
H 0.164 -3.995 1.616 0.0 0.0 0.0 0.07
C 4.155 -0.812 1.436 0.0 0.0 0.0 -0.03
C 0.047 -2.884 -2.122 0.0 0.0 0.0 -0.03
C 1.042 -2.630 0.167 0.0 0.0 0.0 -0.23
H -1.994 5.087 0.289 0.0 0.0 0.0 0.14
H -0.017 -4.483 -0.056 0.0 0.0 0.0 0.09
H 1.121 -0.678 -3.512 0.0 0.0 0.0 0.04
N -1.471 -0.603 1.488 0.0 0.0 0.0 -0.10
H 0.007 -2.389 -3.087 0.0 0.0 0.0 0.07
C -1.129 2.811 -4.553 0.0 0.0 0.0 -0.11
H 4.175 -1.336 2.385 0.0 0.0 0.0 0.07
H 2.048 2.352 -3.495 0.0 0.0 0.0 0.11
C 2.052 -2.543 2.496 0.0 0.0 0.0 -0.03
O -0.467 2.411 0.632 0.0 0.0 0.0 -0.29
H 1.081 -2.869 2.856 0.0 0.0 0.0 0.06
C 2.022 -2.128 1.041 0.0 0.0 0.0 -0.22
C 1.582 1.219 3.310 0.0 0.0 0.0 -0.11
C -0.005 -3.621 0.613 0.0 0.0 0.0 -0.02
H 2.315 -1.936 -3.739 0.0 0.0 0.0 0.11
H -1.779 2.549 -5.376 0.0 0.0 0.0 0.11
C -1.188 -1.018 2.786 0.0 0.0 0.0 -0.23
H -6.019 -1.377 1.329 0.0 0.0 0.0 0.11
Bi 0.113 0.359 0.369 0.0 0.0 0.1 2.00
C 1.021 2.694 -3.477 0.0 0.0 0.0 -0.08
H 4.098 0.259 1.649 0.0 0.0 0.0 0.08
C 0.209 -0.649 4.794 0.0 0.0 0.0 -0.16
C -1.458 3.034 0.022 -0.1 0.0 0.0 -0.58
C -0.729 3.989 -2.487 0.0 0.0 0.0 -0.24
H -6.072 -1.112 -1.123 0.0 0.0 0.0 0.12
C -1.792 -2.059 3.454 0.0 0.0 0.0 -0.02
C -0.123 -0.343 3.461 0.0 0.0 0.0 -0.18
C -5.110 -1.155 0.785 0.0 0.0 0.0 -0.05
C -3.906 -0.404 -2.639 0.0 0.0 0.0 0.04
C 0.599 3.548 -2.456 0.0 0.0 0.0 -0.18
H 1.518 5.117 -1.320 0.0 0.0 0.0 0.10
C 1.597 4.036 -1.440 0.0 0.0 0.0 -0.02
H 4.707 -0.412 -2.061 0.0 0.0 0.0 0.10
H 4.691 0.474 -0.545 0.0 0.0 0.0 0.07
H 2.751 1.597 5.079 0.0 0.0 0.0 0.12
C -0.484 -1.685 5.461 0.0 0.0 0.0 -0.03
N 0.591 0.565 2.748 0.0 0.0 0.0 -0.02
O -1.258 4.864 -1.570 0.0 0.0 0.0 -0.02
H -1.955 -3.202 5.267 0.0 0.0 0.0 0.12
C -1.573 3.626 -3.527 0.0 0.0 0.0 0.02